43
Properties=species:S:1:pos:R:3:forces:R:3 method="wB97M-V/def2-TZVPD" multiplicity=2 orbital_gap_ev="10.248 / 5.221" charge=0 total_energy_ev=-39414.7502 molar_mass_g_mol=296.3 e_homo_ev="-10.5 / -10.4" e_above_lowest_kcal_mol=0.0
C -1.616222 -0.137190 -2.208855 1.0338 -0.1950 0.0252
N -0.134815 -0.124176 -1.831689 -2.6328 -2.0408 1.3944
C -0.011331 0.041132 -0.402520 -0.5397 2.4846 -1.1307
C 1.162334 1.042433 -0.230507 0.5701 -0.9203 1.6921
S 1.246857 1.777375 1.454796 -0.2884 0.8453 -0.8179
C 0.343207 -1.282592 0.383226 1.7647 -1.4860 1.2509
O 1.415653 -1.796051 0.072930 -1.0845 0.2093 -0.4635
O -0.465040 -1.470934 1.301226 0.0422 0.5058 -0.7315
H -1.619661 0.217168 -3.236189 -0.6194 -0.6548 -0.1275
H -2.197621 0.540655 -1.608542 -0.0540 0.2692 0.3975
H -1.934869 -1.181248 -2.008182 -0.4234 0.7193 -0.6948
H 0.072718 -1.107548 -2.060437 1.0969 0.5708 0.0564
H -0.959631 0.404421 0.055650 0.7627 0.0665 -0.5056
H 2.109576 0.508270 -0.371350 -0.3902 -0.0154 -0.2867
H 1.057330 1.786773 -1.013826 -0.0723 0.3656 0.4185
H -1.557111 -2.652470 2.072980 -0.1408 0.2164 0.2292
H -1.678011 0.919224 3.140385 -0.0964 -0.0492 0.2802
H -1.195150 -0.401681 3.683323 -0.1110 -0.1799 0.1028
O -1.906741 0.238883 3.791633 0.1548 0.2142 -0.4773
H 4.456563 -0.512430 0.545337 -0.0713 0.8052 -0.0861
H 4.101087 0.706512 -0.417176 -0.0909 -0.0551 0.2266
O 4.814415 0.198438 -0.030117 0.4670 -0.1434 -0.1849
H -2.182286 -3.950761 2.468669 -0.2754 -0.0749 0.2853
H 1.146020 0.674447 2.178625 0.0870 -0.6022 0.0145
O -2.300471 -3.001325 2.589015 0.3210 -0.4359 -0.3770
H 3.750931 -2.145308 0.534150 -0.1931 -0.3836 0.0629
H 2.814763 -1.556993 1.566742 0.0325 -0.1697 -0.0427
O 3.739397 -1.786312 1.428151 0.2809 -0.0811 0.1878
H -1.120694 3.550613 -1.284301 -0.1674 -0.2691 -0.1755
H -2.551795 3.238537 -0.715194 -0.2905 -0.5636 -0.1791
O -1.834717 3.867421 -0.731894 0.3471 0.7187 0.3814
H 1.831374 1.106839 -3.780529 -0.1039 0.0059 0.4863
H 2.995289 0.602505 -2.848300 -0.2802 0.0240 0.0763
O 2.749167 0.843136 -3.744124 0.5735 0.0496 -0.4426
H -3.371575 1.403434 0.999033 -0.0590 0.0757 -0.0024
H -4.436648 0.674373 0.240480 0.2337 0.1554 -0.0688
O -3.911244 1.491554 0.205649 0.0471 -0.0713 -0.0456
H -3.632778 -1.075378 2.132281 -0.3664 0.4879 -0.2355
H -3.547590 -2.028697 1.069808 -0.2234 -0.1415 -0.4243
O -3.924390 -1.149536 1.202265 0.4945 -0.2897 0.7839
H 0.240866 -0.425425 -3.662813 0.5541 0.6743 -0.8337
H 0.395665 0.285290 -5.091627 0.2056 0.0622 0.2793
O 0.101979 -0.493123 -4.615244 -0.4948 -0.7034 -0.2979



43
Properties=species:S:1:pos:R:3:forces:R:3 method="wB97M-V/def2-TZVPD" orbital_gap_ev=9.736 charge=-1 total_energy_ev=-30631.3774 molar_mass_g_mol=280.2 e_homo_ev=-7.0 e_above_lowest_kcal_mol=63.0
C 2.568873 0.892718 2.116138 -3.9276 -2.0607 1.4756
C 1.732508 -0.435920 1.712561 -0.0559 0.8768 1.0678
C 0.802424 -0.373892 2.923549 0.2375 -1.0332 3.2810
O 0.017043 -1.470950 3.157662 -1.8088 -2.7133 0.4886
N 1.172579 -0.230220 0.367487 3.7209 0.7888 0.0680
C 0.081657 -0.863798 -0.142057 -2.4395 2.4278 -0.7506
O -0.729418 -1.364942 0.687118 0.8592 -0.6141 -0.1701
O -0.304001 -0.538783 -1.333052 0.7967 -1.4158 0.4840
H 2.641081 1.550262 1.351945 1.0427 1.7242 -2.7801
H 1.854259 1.459982 2.825378 1.6714 -0.8549 -0.7091
H 3.424749 0.513238 2.548175 2.0883 0.0981 1.0468
H 2.268800 -1.470558 1.752506 -0.5402 1.9828 0.1192
H 0.145241 0.470828 3.242619 0.8798 0.4734 -1.5228
H 1.540080 -0.414225 3.902786 -1.2840 0.1502 -2.4316
H -0.745985 -1.631313 2.538736 1.6810 0.9641 0.3746
H 2.050321 0.021702 -0.209108 -2.6472 -0.5255 0.1803
H -3.553591 0.243268 0.225982 -0.4114 3.1101 0.3514
H -3.907112 1.732652 -0.444210 0.1245 -0.4139 -0.1692
O -3.680501 1.310931 0.390573 0.4553 -2.7605 -0.1461
H -0.103579 1.581229 0.897116 -0.1364 2.2286 1.4658
H -1.185228 2.409850 0.514221 -0.8494 0.5847 0.6890
O -0.504697 2.500715 1.207344 0.6532 -3.2794 -1.8553
H 2.906648 1.117661 -2.723204 -1.2667 -1.2083 -1.6228
H 2.731818 2.260947 -1.781902 -1.4172 1.5175 0.4887
O 3.309430 1.579311 -2.028255 2.4211 -0.4283 1.2491
H -1.605713 1.745547 -2.475971 -0.0029 0.5543 -0.1567
H -2.272451 0.470128 -2.327189 -0.9055 1.6654 -0.4857
O -2.501880 1.418458 -2.621648 1.0775 -2.3078 0.7360
H 0.276529 3.700751 0.191974 1.3501 0.5511 -0.3448
H -0.293884 3.739488 -1.071014 1.2349 0.8398 -0.6655
O 0.561521 4.079749 -0.696803 -2.2227 -1.2003 0.6875
H 0.398299 -3.916714 -0.448579 1.6363 0.4723 -1.8560
H 0.876351 -3.334667 -1.859905 -0.2397 0.0110 0.1082
O 1.203745 -3.753562 -1.058723 -1.2274 -0.4866 1.6323
H -1.605689 -3.268664 0.452510 -0.1547 -0.3717 -2.0993
H -1.276655 -2.807568 -0.993730 -0.1485 -0.0153 0.2730
O -1.682960 -3.547019 -0.515081 0.3230 -0.2814 1.4145
H 0.509678 0.108529 -4.112928 -0.7580 0.4544 -0.8098
H 0.571068 -0.510094 -2.665413 1.3694 0.8783 -1.5915
O 1.149813 -0.252252 -3.526035 -0.3708 -1.0587 2.4286
H -3.417631 -1.849057 -0.531876 -0.7786 -1.6457 -2.7762
H -2.212367 -1.427961 0.305290 -0.3005 0.2614 0.0774
O -3.211174 -1.445788 0.255011 0.2710 2.0600 2.7556



44
Properties=species:S:1:pos:R:3:forces:R:3 method="wB97M-V/def2-TZVPD" orbital_gap_ev=9.025 charge=-1 total_energy_ev=-32680.5664 molar_mass_g_mol=296.2 e_homo_ev=-6.6 e_above_lowest_kcal_mol=53.3
C -1.348030 -3.064122 0.545402 0.2744 -0.6786 1.1337
N -0.578119 -1.977413 0.813859 0.4653 -0.3102 0.9889
C 1.187948 -1.646817 2.565967 0.8004 -0.5940 -2.0043
C 0.843659 -2.089885 1.115947 0.3475 0.5753 -0.9890
C 1.608995 -1.269120 0.031501 -0.2622 -0.0812 -1.1371
O 0.869941 -0.590324 -0.759627 0.0204 0.0543 0.3961
O 2.835559 -1.408656 -0.104745 -0.3191 0.1630 1.0479
O -0.896414 -4.186603 0.417328 -0.0557 0.1280 -0.1807
H -2.426897 -2.945905 0.700810 -0.2063 0.5477 -0.6734
H -0.841954 -1.016742 0.672639 -0.5762 -0.1380 -0.3402
H 1.235495 -2.565332 3.140984 -0.4746 0.4117 0.7971
H 0.543408 -0.825015 2.853923 -0.0974 -0.1891 0.6184
H 2.202897 -1.253825 2.485932 0.0496 -0.0277 0.3152
H 1.133602 -3.114078 0.896840 0.0219 -0.0966 0.3777
H 3.117682 -0.091374 -1.457133 0.5282 -0.2427 -0.0551
H 2.956705 -0.381100 -2.882647 -0.1374 -0.1304 -0.5959
O 3.562857 0.079188 -2.313577 -0.0265 0.4563 0.4700
H 0.528913 3.658844 -0.499177 0.1981 -0.0327 0.0792
H 0.509542 2.323322 0.265563 0.1116 0.0045 -0.0999
O 0.107028 3.200772 0.235876 -0.0160 -0.0709 -0.0046
H -0.582204 -1.687784 -1.452465 0.3966 0.0108 -0.2788
H -1.190862 -2.241514 -2.812442 0.2699 -0.0941 0.1131
O -1.396272 -1.852207 -1.958511 -0.7907 0.2239 0.2725
H -1.910124 1.371585 0.381140 0.3077 -0.8547 0.2466
H -2.017322 0.075582 -0.696059 0.5367 -0.1468 0.6305
O -2.205087 0.981274 -0.442253 -0.8474 0.3719 -1.1079
H -1.067926 2.208950 -3.441069 0.0827 0.3441 -0.6884
H -0.084210 2.245946 -2.411283 0.6993 0.1382 -0.1434
O -0.171833 2.563046 -3.325829 -0.7464 -0.5629 0.8897
H -1.309643 -0.939018 2.506313 0.0743 0.1039 0.0937
H -2.791207 -0.931373 2.614449 -0.2358 0.3087 0.0332
O -2.040612 -0.329401 2.676075 -0.1399 -0.3010 0.1198
H 0.013713 -0.877463 -3.130410 -0.4280 0.2537 -0.4834
H 1.314681 -1.104645 -3.650011 0.5306 -0.2021 -0.5210
O 0.416321 -1.112305 -3.985932 -0.0138 0.1342 0.8326
H -2.597398 2.526040 -1.246847 -0.3661 0.4437 0.2882
H -1.578528 3.547079 -0.929305 -0.4620 0.2790 0.2132
O -2.542922 3.476671 -1.024907 0.4360 -0.1674 -0.5059
H -2.073339 1.625257 3.019427 0.1761 0.0450 -0.2176
H -1.573683 2.969547 2.378619 0.0750 -0.1527 -0.1405
O -2.077914 2.587608 3.101387 -0.2013 0.1458 0.3196
H 3.436871 1.743689 0.992595 0.0882 -0.5471 -0.1615
H 3.468296 0.694187 2.169098 0.0494 -0.1855 -0.5741
O 3.408389 1.623434 1.942557 -0.1373 0.6627 0.6258



43
Properties=species:S:1:pos:R:3:forces:R:3 method="wB97M-V/def2-TZVPD" multiplicity=2 orbital_gap_ev="9.939 / 5.253" charge=+2 total_energy_ev=-28024.8308 molar_mass_g_mol=263.3 e_homo_ev="-16.7 / -16.7" e_above_lowest_kcal_mol=0.0
C 1.095236 0.012839 -0.190360 -0.0826 0.7271 -0.6064
O 1.653629 -1.239135 0.062917 0.2850 -0.2345 0.0252
C 0.064801 -0.092410 -1.329559 -0.7095 -0.2860 1.9072
C -0.367609 1.262050 -1.903934 2.6588 -0.4561 -1.1065
C -0.312129 2.476036 -1.010177 -2.3887 -0.8051 2.1761
N -0.860163 2.506316 0.196729 0.5579 -0.5259 -1.9722
O 0.209958 3.537626 -1.444086 0.0931 0.2522 -0.8701
N -1.117105 -0.858912 -0.808411 -0.1742 -0.1904 0.3936
H 0.642793 0.385695 0.723340 -0.1383 -0.1651 0.0601
H 1.788957 0.810857 -0.471609 0.5111 -0.3392 -0.0164
H 2.537970 -1.304330 -0.321576 -0.1244 0.1107 0.1025
H 0.502964 -0.746084 -2.084915 -0.1089 0.5180 -0.4222
H 0.504348 1.452115 -2.547692 -0.3718 0.0548 -0.4830
H -1.216313 1.154535 -2.574547 -0.4015 0.6554 0.2891
H -0.980420 3.411261 0.609051 0.0587 0.2306 0.8217
H -1.151756 1.625216 0.636253 -0.1239 0.2689 0.4371
H -1.470674 -0.633513 0.133906 0.4261 0.4450 0.1255
H -0.876049 -1.852639 -0.739767 0.1404 -0.0061 0.0477
H -1.922972 -0.807244 -1.431103 0.0040 -0.2260 -0.1024
H 2.155978 -1.987665 -3.887449 0.0801 0.4238 -0.0917
H 2.172572 -2.366142 -2.452836 0.0457 0.1300 0.1588
O 2.107194 -1.578795 -3.010495 -0.0519 -0.6811 -0.1207
H -1.891006 -2.602058 -3.669413 -0.0019 0.2645 -0.0536
H -1.913803 -3.201758 -2.299647 -0.0335 0.1724 0.0221
O -1.779017 -2.349487 -2.742847 -0.1150 -0.8351 -0.4621
H 0.725438 -0.077599 4.688224 0.0627 -0.1270 0.1585
H 1.207367 0.713112 3.427285 0.0319 0.1395 1.0074
O 0.460483 0.606692 4.070569 -0.2341 -0.1470 -1.0943
H -0.147914 -3.307844 1.502726 0.5693 0.6743 0.3567
H -0.973382 -4.369532 0.963430 -0.4620 -0.0309 -0.3624
O -0.870778 -3.411218 0.889562 -0.1732 -0.4958 -0.2280
H -1.952373 0.184573 2.566206 -0.2876 -0.1257 -0.1881
H -0.464967 0.100942 2.582675 -0.1730 -0.0771 0.1075
O -1.223074 0.033888 1.950556 0.0860 0.4674 0.1190
H -4.620164 -0.625166 0.022055 0.3282 0.0344 -0.0579
H -3.644094 -1.762396 0.283924 -0.0516 0.1084 0.0561
O -3.672814 -0.837927 -0.001699 -0.4451 -0.1918 0.0933
H 3.330103 1.179455 3.635941 -0.0727 0.6054 -0.1278
H 2.533797 2.316219 2.829299 0.4343 0.1207 0.3961
O 2.704731 1.376016 2.925347 -0.0353 -0.6389 -0.5977
H 1.930858 3.550446 -0.585542 0.3804 0.2739 -0.3033
H 2.879972 3.992954 0.512312 0.0543 -0.0519 0.0422
O 2.219408 3.323016 0.295356 -0.0474 -0.0408 0.3632